Entry 1:
C12H14N4O3S | ωB97M-V/def2-TZVPD

XYZ file:
```
34
C12H14N4O3S | OMol25 | ωB97M-V/def2-TZVPD
C 3.01 5.41 -0.02
C 2.37 4.18 -0.58
C 2.82 2.91 -0.26
C 2.23 1.77 -0.78
C 1.16 1.89 -1.66
O 0.49 0.84 -2.24
C 0.95 -0.47 -2.00
C 0.68 -0.92 -0.60
N 1.52 -1.50 0.21
N 0.88 -1.77 1.35
C -0.34 -1.33 1.24
S -1.52 -1.41 2.53
C -3.02 -1.99 1.63
C -2.62 -3.13 0.74
O -2.31 -3.02 -0.42
O -2.61 -4.29 1.39
N -0.53 -0.77 0.01
N -1.69 -0.19 -0.50
C 0.69 3.16 -1.99
C 1.29 4.28 -1.46
H 2.26 6.07 0.41
H 3.73 5.15 0.75
H 3.53 5.95 -0.81
H 3.65 2.79 0.42
H 2.61 0.80 -0.49
H 2.02 -0.58 -2.21
H 0.39 -1.10 -2.70
H -3.43 -1.16 1.06
H -3.70 -2.32 2.41
H -2.28 -5.01 0.82
H -1.42 0.51 -1.19
H -2.24 -0.92 -0.96
H -0.14 3.24 -2.67
H 0.91 5.26 -1.72
```

Its LUMO energy is 0.49 eV. Its SMILES is Cc1ccc(OCc2nnc(SCC(=O)O)n2N)cc1. The molar mass comes out at 294.336 g mol⁻¹. The max |F| comes out at 1.29 eV/A. The value obtained for the energy relative to the best compared isomer or geometry (same formula, charge and spin) is 0.5987 eV. Its net charge is 0.

Results of the Löwdin charge analysis, in e, for atoms 1 through 4: C -0.055; C -0.289; C -0.034; C -0.006



Entry 2:
C36H50CrN5P2Si2 | ωB97M-V/def2-TZVPD

XYZ file:
```
96
C36H50CrN5P2Si2 | OMol25 | ωB97M-V/def2-TZVPD
Cr -0.56 -0.49 0.67
C -3.27 0.61 -2.49
Si -2.11 -0.93 -2.46
C -3.03 -2.48 -1.81
C -1.59 -1.24 -4.27
N -0.83 -0.52 -1.37
P 0.72 -1.03 -1.50
C 1.42 -1.13 0.07
P 1.95 0.23 1.01
N 0.65 0.70 1.87
Si 0.50 2.00 2.99
C 2.16 2.78 3.53
C -0.53 3.45 2.24
C -0.46 1.30 4.50
C 3.21 -0.52 2.09
C 2.93 -0.81 3.42
C 3.88 -1.47 4.18
C 5.09 -1.85 3.62
C 5.35 -1.58 2.28
C 4.41 -0.93 1.52
C 2.75 1.75 0.36
C 1.95 2.56 -0.43
C 2.40 3.78 -0.88
C 3.68 4.20 -0.54
C 4.49 3.40 0.24
C 4.03 2.17 0.70
C 0.67 -2.78 -2.02
C 0.28 -3.67 -1.02
C 0.13 -5.01 -1.30
C 0.39 -5.49 -2.57
C 0.78 -4.61 -3.57
C 0.91 -3.26 -3.30
C 1.50 -0.12 -2.87
C 2.72 -0.54 -3.39
C 3.29 0.14 -4.45
C 2.66 1.26 -4.98
C 1.48 1.72 -4.42
C 0.89 1.03 -3.37
H -4.31 0.30 -2.59
H -3.04 1.24 -3.34
H -3.18 1.22 -1.60
H -4.11 -2.41 -1.94
H -2.82 -2.66 -0.75
H -2.69 -3.36 -2.35
H -2.39 -0.97 -4.96
H -1.36 -2.29 -4.44
H -0.71 -0.67 -4.54
H 2.51 3.50 2.78
H 2.93 2.03 3.65
H 2.04 3.31 4.47
H -0.38 3.56 1.17
H -0.23 4.38 2.71
H -1.59 3.34 2.42
H 0.19 1.23 5.37
H -0.84 0.30 4.29
H -1.30 1.93 4.78
H 1.97 -0.52 3.83
H 3.67 -1.70 5.22
H 5.83 -2.35 4.22
H 6.29 -1.89 1.85
H 4.58 -0.75 0.46
H 0.95 2.21 -0.67
H 1.77 4.41 -1.48
H 4.04 5.16 -0.89
H 5.48 3.73 0.52
H 4.66 1.56 1.32
H 0.10 -3.28 -0.02
H -0.17 -5.69 -0.52
H 0.31 -6.54 -2.79
H 0.99 -4.98 -4.57
H 1.19 -2.57 -4.09
H 3.21 -1.41 -2.97
H 4.22 -0.20 -4.89
H 3.09 1.78 -5.82
H 1.00 2.61 -4.81
H -0.05 1.35 -2.95
N -1.39 -2.27 3.06
C -1.09 -1.58 2.18
C -5.48 1.37 0.73
C -4.85 0.18 1.45
C -4.73 0.47 2.95
C -5.71 -1.07 1.26
N -3.52 -0.17 0.95
N -2.50 0.81 1.08
H -6.48 1.53 1.10
H -5.54 1.18 -0.34
H -4.91 2.29 0.89
H -5.70 0.45 3.43
H -4.29 1.45 3.14
H -4.10 -0.29 3.41
H -6.72 -0.87 1.63
H -5.28 -1.90 1.82
H -5.77 -1.35 0.22
H -3.57 -0.44 -0.03
H -2.37 1.00 2.08
H -2.75 1.71 0.63
```

Its LUMO energy (alpha / beta) is 0.36 / 0.46 eV. Its spin multiplicity is 4. The molar mass comes out at 722.947 g mol⁻¹. The max |F| comes out at 2.45 eV/A. The value obtained for the energy relative to the best compared isomer or geometry (same formula, charge and spin) is 0.0000 eV. Its expectation value of S² is 3.82. Its net charge is 0.

Results of the Löwdin charge analysis, in e, for atoms 1 through 4: Cr 0.542; C -0.172; Si 0.411; C -0.159



Entry 3:
C3H4O4Pt | ωB97M-V/def2-TZVPD

XYZ file:
```
12
C3H4O4Pt | OMol25 | ωB97M-V/def2-TZVPD
O -2.24 -0.34 0.32
C -1.84 0.85 0.00
C -0.71 -1.32 -0.06
O -1.42 1.65 0.85
O -1.00 0.71 -1.07
C 0.01 -0.27 -0.75
H -1.12 -2.09 -0.72
H -0.33 -1.82 0.84
H 0.63 -0.52 -1.62
O 3.04 0.93 0.55
H 3.58 1.40 1.18
Pt 1.38 0.84 0.47
```

Its LUMO energy (alpha / beta) is -1.07 / -1.58 eV. Its spin multiplicity is 3. The molar mass comes out at 299.139 g mol⁻¹. The max |F| comes out at 11.48 eV/A. The value obtained for the energy relative to the best compared isomer or geometry (same formula, charge and spin) is 2.0848 eV. Its expectation value of S² is 2.01. Its net charge is 0.

Results of the Löwdin charge analysis, in e, for atoms 1 through 4: O 0.030; C -0.617; C 0.057; O 0.045